# C44H48N8O3SSiTi

C44H48N8O3SSiTi as an isolated structure (ωB97M-V/def2-TZVPD, OMol25).

Results
Multiplicity   3
Frontier orbital gap (spin up / spin down)   6.2763 / 7.0948 eV
Lowest unoccupied orbital energy (spin up / spin down)   -0.2 / -0.5 eV

Geometry as XYZ:
```
106
Properties=species:S:1:pos:R:3:forces:R:3:mulliken_charge:R:1
Ti -0.2268 0.6521 -0.9127 0.07 -0.07 0.08 0.31
N 2.8809 5.4865 2.5788 -0.03 -0.01 -0.01 -0.57
C 2.5383 4.8164 1.4212 0.02 0.02 0.02 0.54
C 2.9219 3.4838 1.2517 0.07 0.00 -0.01 -0.73
C 2.5674 2.7964 0.1113 -0.06 0.00 0.01 -0.12
C 1.8353 3.4358 -0.8852 0.02 0.02 0.01 -0.44
C 1.4971 4.7814 -0.7589 0.02 0.00 -0.05 -0.55
C 1.8439 5.4627 0.3896 -0.02 0.00 0.02 -0.93
S 1.2952 2.5140 -2.2736 0.00 -0.11 0.01 1.31
O 1.6288 1.0901 -1.9548 0.03 0.08 -0.11 -0.57
O 1.8107 3.0427 -3.4896 -0.01 0.02 -0.01 -0.77
N -0.2946 2.3842 -2.2047 -0.09 -0.09 0.29 -0.25
C -1.2187 3.0717 -1.4400 0.12 -0.14 -0.03 0.13
N -1.7388 2.2146 -0.5371 -0.11 0.03 0.06 1.01
C -2.7348 2.6330 0.2374 0.02 0.04 -0.01 -0.02
C -3.2001 3.9303 0.1140 0.02 0.04 -0.02 -0.85
C -2.5678 4.7439 -0.8142 -0.06 0.00 0.05 -0.78
N -1.5747 4.3312 -1.6034 0.03 -0.03 -0.01 -0.55
H 3.0509 4.9007 3.3819 0.02 0.00 -0.01 0.22
H 2.3547 6.3182 2.7901 0.01 0.00 -0.01 0.23
H 3.4686 2.9780 2.0398 0.02 0.03 -0.04 0.70
H 2.8380 1.7559 -0.0006 0.01 0.01 -0.01 0.68
H 0.9526 5.2845 -1.5475 0.00 -0.01 0.01 0.52
H 1.5694 6.5049 0.5015 0.00 0.00 -0.01 0.38
H -3.1336 1.9257 0.9547 -0.01 0.02 -0.01 0.22
H -4.0120 4.2968 0.7235 0.00 -0.01 0.00 0.46
H -2.8721 5.7773 -0.9383 0.01 0.00 0.00 0.45
C -2.0900 -5.6074 -1.9647 -0.04 -0.01 -0.01 -0.56
C -2.0092 -4.7530 -3.0569 0.00 -0.01 0.00 -0.71
C -2.0595 -3.3796 -2.8692 0.03 0.00 -0.01 -0.40
C -2.2030 -2.8215 -1.5956 -0.02 -0.03 0.01 0.49
C -2.2880 -3.6980 -0.5130 0.04 0.03 0.00 -0.43
C -2.2262 -5.0753 -0.6904 0.00 0.00 0.00 -0.61
Si -2.2892 -0.9393 -1.4030 0.16 0.10 0.03 1.62
C -3.3158 -0.6124 0.1750 -0.05 0.03 0.02 0.36
C -4.6453 -0.1787 0.1425 0.01 0.01 -0.01 -0.35
C -5.3226 0.1819 1.3017 0.00 0.00 0.00 -0.83
C -4.6824 0.1214 2.5322 0.00 0.01 0.00 -0.68
C -3.3645 -0.3133 2.5941 0.01 -0.01 0.01 -1.07
C -2.6960 -0.6710 1.4298 0.00 -0.05 -0.01 0.19
C -3.3883 -0.3892 -2.8505 -0.03 -0.02 -0.02 0.26
C -4.5317 -1.1275 -3.1821 0.01 -0.02 0.00 -0.23
C -5.3737 -0.7373 -4.2122 0.00 0.01 -0.01 -0.80
C -5.0871 0.4066 -4.9478 -0.01 -0.01 -0.01 -0.53
C -3.9533 1.1457 -4.6507 0.00 0.00 0.01 -0.70
C -3.1155 0.7465 -3.6146 -0.02 0.00 0.02 -0.62
H -2.0555 -6.6807 -2.1076 0.01 0.01 0.00 0.36
H -1.9054 -5.1589 -4.0562 0.00 0.00 0.01 0.39
H -1.9978 -2.7283 -3.7361 -0.01 -0.02 0.02 0.47
H -2.4136 -3.3041 0.4900 -0.01 0.00 0.00 0.26
H -2.2984 -5.7342 0.1670 0.00 0.01 0.00 0.43
H -5.1596 -0.1029 -0.8086 0.00 -0.01 0.01 0.38
H -6.3523 0.5143 1.2428 0.01 0.00 0.00 0.42
H -5.2063 0.4070 3.4360 0.00 0.00 0.00 0.39
H -2.8544 -0.3682 3.5489 0.00 0.00 -0.01 0.43
H -1.6591 -0.9872 1.4999 0.00 0.01 0.00 0.16
H -4.7606 -2.0331 -2.6283 0.00 0.02 -0.01 0.49
H -6.2512 -1.3274 -4.4474 0.01 0.00 0.00 0.41
H -5.7408 0.7121 -5.7555 0.01 0.00 0.01 0.37
H -3.7124 2.0291 -5.2295 0.00 -0.01 0.01 0.44
H -2.2222 1.3271 -3.4168 0.02 0.01 0.00 0.19
C 2.2189 -2.0954 -1.7965 -0.02 0.06 -0.02 0.11
N 3.5841 -2.6259 -1.7350 0.00 -0.05 0.02 0.07
C 3.8117 -3.1100 -0.3705 -0.01 0.01 0.00 -0.29
N 2.8472 -4.1371 0.0363 0.01 -0.01 -0.01 0.11
C 1.4979 -3.5678 -0.0793 0.00 -0.01 0.01 -0.32
N 1.2129 -3.0911 -1.4309 0.00 0.03 -0.03 0.61
C 1.3475 -4.2275 -2.3471 0.00 -0.01 0.05 -0.62
N 2.6893 -4.8207 -2.2984 0.02 0.00 -0.01 0.12
C 3.6601 -3.7777 -2.6406 -0.01 0.01 0.03 -0.71
C 2.9464 -5.2462 -0.9200 -0.02 0.01 0.00 -0.73
H 2.0114 -1.7446 -2.8096 0.06 0.02 -0.02 0.35
H 2.1485 -1.2382 -1.1213 0.01 -0.05 0.04 -0.69
H 3.7407 -2.2647 0.3188 0.01 -0.02 -0.02 -0.28
H 4.8195 -3.5262 -0.3061 0.01 0.00 0.01 0.43
H 1.3977 -2.7370 0.6227 -0.01 -0.01 -0.02 -0.36
H 0.7639 -4.3322 0.1850 0.00 0.00 0.00 0.41
H 1.1439 -3.8897 -3.3649 0.00 0.01 -0.02 0.15
H 0.6090 -4.9842 -2.0797 0.02 0.01 0.00 0.15
H 3.4707 -3.4369 -3.6602 0.00 0.00 -0.01 0.33
H 4.6667 -4.1988 -2.5934 0.01 -0.01 0.00 0.38
H 3.9492 -5.6752 -0.8617 0.00 0.00 0.00 0.34
H 2.2202 -6.0139 -0.6453 0.00 0.00 0.00 0.36
C 3.1778 3.0969 6.0756 0.01 0.00 -0.01 -1.72
C 2.7342 2.2900 4.8862 -0.02 0.01 0.01 0.45
C 1.5472 2.5836 4.2190 0.00 -0.02 0.02 -0.83
C 1.0877 1.8482 3.1400 0.00 -0.04 0.05 1.34
C -0.1795 2.2999 2.4715 0.01 0.00 0.00 -0.71
C 1.8477 0.7298 2.6839 -0.05 0.00 -0.03 0.77
C 1.5266 -0.0655 1.5570 -0.09 0.06 0.00 -0.52
O 0.5182 0.1268 0.7170 -0.07 0.11 -0.29 1.36
C 3.0537 0.4097 3.3800 0.03 0.01 -0.01 0.83
C 3.9122 -0.7521 2.9568 0.00 0.00 0.00 -1.51
C 3.4682 1.1927 4.4407 0.00 -0.01 0.00 -1.27
H 2.9939 4.1640 5.9302 0.00 -0.01 0.01 0.35
H 4.2411 2.9592 6.2733 -0.02 0.01 -0.01 0.39
H 2.6336 2.7997 6.9755 0.00 0.00 0.00 0.37
H 0.9522 3.4286 4.5546 -0.01 -0.01 0.00 0.35
H -0.6603 3.0733 3.0724 0.00 0.00 -0.01 0.65
H -0.8869 1.4850 2.3246 -0.01 -0.03 0.00 -0.30
H 0.0383 2.7275 1.4891 -0.01 0.01 -0.04 -0.45
H 2.1696 -0.9003 1.3088 -0.02 0.00 0.00 -0.84
H 3.3578 -1.6941 2.9623 0.01 0.01 0.01 0.33
H 4.7603 -0.8602 3.6312 0.00 0.00 -0.01 0.47
H 4.3060 -0.6141 1.9450 -0.01 0.00 0.03 0.25
H 4.3946 0.9365 4.9454 -0.02 0.00 -0.01 0.32
```
Forces are in eV/Å.

***

# C44H49BrN5O2S5SiZr

C44H49BrN5O2S5SiZr as an isolated structure at a distorted geometry (ωB97M-V/def2-TZVPD, OMol25).

Results
Total charge   +1
Frontier orbital gap   7.2778 eV
Lowest unoccupied orbital energy   -2.9 eV

Geometry as XYZ:
```
108
Properties=species:S:1:pos:R:3:forces:R:3:mulliken_charge:R:1
Zr 0.1057 0.1154 -0.1663 -0.01 -1.08 0.20 -1.72
O 1.6239 -6.0834 -2.1300 -0.04 0.05 0.11 -0.55
C 1.3229 -4.8859 -1.6088 0.01 -0.23 -0.12 0.71
C 0.8168 -4.7080 -0.3254 -0.05 -0.01 0.01 -0.85
C 0.5497 -3.4309 0.1091 -0.05 0.06 -0.05 -1.17
N 0.7570 -2.3389 -0.6423 0.19 0.31 -0.22 0.96
C 1.2116 -2.5550 -1.8729 -0.07 0.02 0.04 -0.05
Br 1.3720 -0.9746 -2.8915 -0.07 0.14 -0.23 0.01
C 1.5212 -3.7738 -2.4216 -0.01 0.09 0.03 -0.65
H 1.4188 -6.7916 -1.5061 0.02 0.02 -0.04 0.32
H 0.6268 -5.5495 0.3284 0.02 0.02 -0.01 0.40
H 0.1832 -3.2672 1.1096 -0.14 0.03 -0.03 0.67
H 1.8816 -3.8782 -3.4340 0.01 0.00 0.01 0.54
N 2.5948 0.2274 -0.1676 -0.36 0.27 0.49 0.67
C 3.3251 1.2415 0.5744 0.17 -0.14 -0.24 -0.04
C 2.6746 2.1270 1.4125 -0.18 0.05 0.01 0.59
C 3.3893 3.1177 2.0643 0.14 0.02 0.01 -0.43
C 4.7616 3.2278 1.8776 -0.05 -0.03 0.02 -0.96
C 5.4136 2.3301 1.0444 -0.04 -0.01 -0.01 -0.87
C 4.6951 1.3345 0.3966 0.12 0.08 0.03 -0.26
H 3.2225 -0.2013 -0.8411 -0.23 0.11 -0.17 0.39
H 2.3515 -0.4968 0.5003 0.48 -0.37 0.16 -0.66
H 1.6012 2.0760 1.5428 0.04 -0.05 0.00 -0.65
H 2.8698 3.8163 2.7068 0.00 -0.01 0.02 0.45
H 5.3172 4.0112 2.3759 -0.01 -0.01 -0.01 0.47
H 6.4817 2.4069 0.8876 -0.02 0.00 0.01 0.45
H 5.2041 0.6420 -0.2659 -0.01 0.01 0.02 0.46
C -0.2491 3.9384 -0.1406 0.03 0.15 0.13 -1.67
Si -0.0803 2.6145 -1.4875 -0.10 0.35 -0.20 1.23
C -1.8103 2.6553 -2.3982 -0.04 -0.15 -0.02 2.27
C -2.9031 2.3172 -1.3731 -0.05 -0.06 -0.01 -2.12
C -1.9299 1.6341 -3.5419 0.01 -0.01 0.03 -1.56
C -2.1672 4.0321 -2.9723 -0.03 0.04 0.03 -1.94
C 1.3468 3.3059 -2.6190 0.12 -0.06 -0.05 2.37
C 1.1619 4.7887 -2.9728 0.06 0.03 0.05 -1.83
C 1.5290 2.5248 -3.9252 -0.02 0.05 -0.02 -1.66
C 2.6827 3.2179 -1.8784 0.06 0.05 0.01 -2.05
H -0.5074 4.8990 -0.5897 0.00 0.04 0.03 0.62
H 0.6847 4.0781 0.4130 -0.02 0.01 -0.02 0.31
H -1.0328 3.7064 0.5812 0.01 0.05 -0.05 0.37
H -2.8406 1.2788 -1.0491 0.01 0.13 -0.13 0.24
H -3.8874 2.4458 -1.8382 0.02 0.00 0.01 0.63
H -2.8738 2.9640 -0.4915 0.00 -0.01 -0.02 0.34
H -1.6656 0.6186 -3.2357 -0.01 0.06 0.02 0.01
H -1.3092 1.9022 -4.3955 0.03 0.01 -0.01 0.38
H -2.9652 1.6051 -3.9025 0.02 0.00 0.02 0.46
H -2.0295 4.8494 -2.2611 0.01 -0.03 0.01 0.28
H -3.2258 4.0238 -3.2572 0.03 0.04 -0.01 0.56
H -1.6052 4.2643 -3.8718 0.14 0.03 -0.08 0.36
H 0.3504 4.9704 -3.6667 -0.19 -0.02 -0.08 0.31
H 2.0803 5.1414 -3.4565 -0.04 0.02 0.00 0.59
H 1.0036 5.4155 -2.0937 0.02 -0.03 0.00 0.30
H 0.6357 2.5110 -4.5461 -0.04 0.01 -0.01 0.31
H 1.8342 1.4923 -3.7365 -0.03 0.00 -0.01 0.12
H 2.3306 2.9805 -4.5183 -0.02 -0.01 0.02 0.51
H 2.6818 3.7518 -0.9255 -0.01 -0.02 0.00 0.43
H 3.4719 3.6587 -2.5001 -0.03 -0.01 0.04 0.66
H 2.9630 2.1865 -1.6917 0.03 -0.12 0.01 0.27
S -4.7660 2.4920 4.1865 -0.10 -0.03 -0.05 -0.16
C -3.5421 1.8675 3.0563 -0.01 0.04 0.02 -0.51
C -2.2332 2.3314 3.0793 0.02 0.04 0.09 -0.99
C -1.3336 1.8318 2.1673 0.10 -0.15 0.03 -0.96
N -1.6557 0.9176 1.2467 -0.03 0.15 -0.55 3.02
C -2.9224 0.4892 1.2075 0.01 0.06 0.23 -0.63
C -3.8871 0.9335 2.0915 -0.04 -0.02 -0.01 -1.64
C -4.1250 1.7886 5.6960 0.05 -0.03 0.04 0.42
C -3.0596 2.3645 6.3713 0.03 -0.01 0.01 -0.13
C -2.6065 1.7514 7.5310 -0.03 -0.07 0.06 -0.55
N -3.1582 0.6562 8.0526 -0.06 0.07 -0.16 -0.57
C -4.2057 0.1397 7.4122 0.11 0.00 0.08 -0.64
C -4.7190 0.6560 6.2307 -0.03 0.03 -0.03 -0.01
H -1.9145 3.0785 3.7931 -0.02 0.00 -0.05 0.57
H -0.3083 2.1733 2.1744 0.01 0.00 0.03 0.53
H -3.1717 -0.2429 0.4556 0.00 -0.02 -0.01 0.26
H -4.8942 0.5452 2.0297 0.01 0.00 0.01 0.56
H -2.5995 3.2766 6.0151 -0.01 -0.01 0.04 0.50
H -1.7685 2.1713 8.0754 0.01 -0.01 0.01 0.40
H -4.6580 -0.7364 7.8637 0.00 0.00 0.00 0.46
H -5.5658 0.1924 5.7427 0.01 -0.01 0.01 0.42
S -2.9676 -3.1285 -1.3550 0.01 0.04 0.01 -0.31
C -2.1283 -1.7961 -1.2547 0.00 0.01 -0.09 0.59
N -1.4866 -0.7943 -1.1651 -0.22 -0.12 0.13 -0.42
O 0.6575 -0.4464 1.6347 0.24 0.03 0.06 2.70
C 0.8789 -1.0311 2.9165 -0.30 0.13 -0.06 2.82
C 1.6658 -2.3250 2.7372 0.06 -0.07 0.36 -1.78
C 1.4047 -3.5297 3.3209 0.10 -0.08 0.05 0.00
C 2.3582 -4.5354 2.9919 -0.05 0.04 -0.02 -0.92
C 3.3284 -4.0779 2.1567 -0.03 -0.03 0.03 -0.79
S 3.1001 -2.4270 1.7872 0.11 0.08 0.06 0.23
C 1.6242 -0.0515 3.8098 -0.13 0.01 0.06 -0.68
C 1.0874 1.0215 4.4670 0.05 0.08 0.02 -0.49
C 2.0415 1.7562 5.2186 0.00 -0.09 -0.05 -1.41
C 3.2893 1.2161 5.1206 -0.04 0.07 0.03 -0.46
S 3.3059 -0.1688 4.1341 0.10 -0.03 -0.04 -0.04
C -0.4863 -1.3826 3.5070 0.04 0.09 0.02 -0.50
C -1.5700 -1.8465 2.8206 -0.01 -0.15 -0.01 0.01
C -2.6348 -2.2706 3.6632 0.06 0.08 -0.04 -1.26
C -2.3318 -2.1107 4.9806 -0.06 0.03 0.00 -0.64
S -0.7832 -1.4306 5.1980 0.15 -0.03 0.12 -0.04
H 0.5577 -3.7015 3.9694 0.00 0.01 0.01 0.61
H 2.3189 -5.5480 3.3672 0.01 0.02 0.00 0.47
H 4.1738 -4.6093 1.7486 -0.02 0.00 0.01 0.57
H 0.0349 1.2595 4.4473 -0.05 0.00 -0.02 0.86
H 1.8066 2.6232 5.8202 0.01 -0.01 -0.03 0.48
H 4.1997 1.5506 5.5931 -0.03 0.00 -0.02 0.54
H -1.6145 -1.9008 1.7420 0.03 -0.07 -0.06 0.17
H -3.5748 -2.6660 3.3036 0.03 0.00 0.00 0.47
H -2.9415 -2.3359 5.8413 -0.01 0.02 -0.03 0.57
```
Forces are in eV/Å.

***

Asked for energy relative to the best compared isomer or geometry (same formula, charge and spin) across the records above, the calculation gives 20.3 20.5 kcal per mole in order.